No. 1
ORCA calculation (ωB97M-V with the def2-TZVPD basis set) on a molecular structure, C13H13N8OsSSe2.

Structure (XYZ):
```
38
Properties=species:S:1:pos:R:3:forces:R:3
Os 1.049543 -0.246068 -0.219974 -0.1 0.3 -0.1
C 1.581571 -3.045247 4.286906 0.0 0.0 0.0
C 2.396408 -2.859143 3.067532 0.1 -0.1 0.0
N 3.579759 -3.340007 2.839697 -0.1 0.0 0.0
N 3.928662 -2.914518 1.595411 0.0 0.0 0.0
C 3.001051 -2.170605 1.038393 0.1 0.1 -0.1
S 2.978102 -1.336524 -0.503726 0.0 0.0 0.1
N 2.012430 -2.117167 1.947085 0.0 -0.1 -0.1
N 0.812154 -1.435451 1.655879 0.1 -0.1 -0.1
H 2.157770 -3.639674 4.992979 0.0 0.0 0.0
H 0.655629 -3.579299 4.064021 0.0 0.0 0.0
H 1.345006 -2.088781 4.757296 0.0 0.0 0.0
H 4.832944 -3.180771 1.216976 0.0 0.0 0.0
H 0.079463 -2.138006 1.518850 -0.1 0.0 0.1
H 0.550861 -0.874444 2.468604 0.0 0.1 0.0
Se -2.092171 2.092357 0.969415 0.1 -0.1 -0.1
N -3.368702 1.372961 0.021052 0.0 0.0 0.0
C -2.895486 0.336682 -0.662307 0.1 0.0 0.1
C -3.521602 -0.533541 -1.602765 -0.1 0.0 0.0
C -2.731720 -1.481436 -2.202555 0.0 -0.1 -0.1
C -1.344796 -1.602358 -1.931109 0.1 0.0 -0.1
N -0.750845 -0.823973 -1.037796 -0.1 0.0 0.1
C -1.528662 0.099222 -0.414760 0.1 0.1 0.0
N -0.863446 0.879995 0.409961 -0.1 0.0 0.0
H -4.574585 -0.437464 -1.838744 0.0 0.0 0.0
H -3.155274 -2.163353 -2.927681 0.0 0.0 0.0
H -0.734907 -2.327245 -2.456921 0.0 0.0 0.0
Se 1.823582 1.586578 -1.357326 0.1 -0.2 0.1
C 0.443886 2.829866 -1.680505 0.0 0.0 0.0
C -0.689329 2.474067 -2.407938 -0.1 0.0 -0.1
C -1.623836 3.471770 -2.645612 0.0 -0.1 0.0
N -1.486941 4.710613 -2.183745 -0.2 0.2 0.0
C -0.389914 5.045122 -1.520383 0.1 0.0 0.0
C 0.636473 4.139233 -1.257092 0.0 0.1 0.0
H -0.818722 1.485733 -2.829459 0.0 0.0 0.0
H -2.514894 3.272426 -3.230972 0.0 0.0 0.0
H -0.313045 6.075745 -1.193373 0.0 0.0 0.0
H 1.533580 4.462718 -0.745322 0.0 0.0 0.0
```
Positions in Å, forces in eV/Å.

## Properties
* LUMO (alpha / beta): -12.7 / -12.7 eV
* net charge: +3
* orbital gap (alpha / beta): 0.201 / 0.200 Eh

No. 2
ORCA calculation (ωB97M-V with the def2-TZVPD basis set) on a molecular structure, C13H13NO4Pd in a non-equilibrium geometry.

Structure (XYZ):
```
32
Properties=species:S:1:pos:R:3:forces:R:3
Pd -0.629949 -0.764511 -2.386924 -0.6 -0.4 1.1
O -0.536194 4.520323 -1.541928 2.1 -0.9 -0.6
C 0.476802 4.080807 -1.836547 -2.1 0.8 0.7
C 1.303950 -1.095102 -2.556215 5.3 0.0 -0.3
O 2.454921 -1.162198 -2.595246 -3.8 0.0 0.0
C -2.091941 -2.158806 -2.361888 -3.1 -3.4 0.5
O -2.789998 -3.055500 -2.219962 2.1 2.7 -0.5
C -1.005516 0.060114 -4.129733 -1.1 2.1 -2.3
O -1.361651 0.668102 -5.016144 0.8 -1.3 1.4
C 1.255076 -1.690344 1.099714 0.2 -0.1 0.2
N 1.723852 -0.288007 1.266785 0.0 0.4 0.1
C 3.216902 -0.143441 1.158402 -0.3 0.0 0.0
C 0.968820 0.640745 0.312537 1.2 0.3 0.4
C -0.485909 0.491594 0.576521 1.1 1.0 0.7
C -0.899871 0.834045 1.892920 0.2 -0.4 -1.0
C -2.231824 0.716167 2.241695 0.2 -0.2 0.1
C -3.146523 0.323578 1.269688 0.1 -0.2 -0.3
C -2.713690 0.050886 -0.039537 -0.7 0.0 -0.3
C -1.364133 0.036560 -0.379621 -1.0 0.5 1.2
H 1.377134 -1.966692 0.052840 0.1 -0.1 0.1
H 0.207477 -1.743630 1.384115 0.1 -0.1 0.0
H 1.856906 -2.329007 1.744119 -0.1 -0.1 -0.1
H 1.466619 0.010726 2.224561 0.1 -0.2 -0.5
H 3.502757 -0.334380 0.126293 0.1 0.0 0.0
H 3.481792 0.871967 1.451023 0.0 -0.1 -0.1
H 3.677579 -0.866796 1.831063 0.0 0.1 -0.1
H 1.343023 1.656885 0.528931 -0.2 -0.4 -0.1
H 1.274463 0.381511 -0.708121 -0.1 0.1 0.5
H -0.147610 1.177790 2.618169 -0.4 -0.1 -0.3
H -2.529596 0.931891 3.263759 -0.2 0.1 -0.2
H -4.199701 0.255235 1.538977 0.2 0.0 -0.3
H -3.453960 -0.110522 -0.810238 -0.2 -0.1 0.1
```
Positions in Å, forces in eV/Å.

## Properties
* LUMO (alpha / beta): -6.9 / -10.5 eV
* net charge: +2
* multiplicity: 3
* expectation value of S²: 2.008
* orbital gap (alpha / beta): 0.357 / 0.223 Eh

No. 3
ORCA calculation (ωB97M-V with the def2-TZVPD basis set) on a molecular structure, C13H14CrF9NO4PS3 in a non-equilibrium geometry.

Structure (XYZ):
```
46
Properties=species:S:1:pos:R:3:forces:R:3
Cr 0.441681 0.412325 0.415572 2.0 -1.7 -0.1
O 0.708604 -0.077075 2.188959 -0.8 0.4 0.0
N 1.814410 0.100491 2.907840 0.7 0.2 -0.2
C 1.791146 -0.101891 4.237885 -0.2 -0.1 0.3
C 2.949437 0.057394 4.953844 0.1 0.0 -0.1
C 4.134317 0.384395 4.289713 -0.1 0.0 -0.1
C 4.129436 0.572633 2.921006 0.0 0.0 0.0
C 2.930094 0.445393 2.234585 -0.2 0.0 0.0
S 2.706815 0.670747 0.534093 -0.8 -0.1 -0.5
H 0.838381 -0.378424 4.665981 0.0 0.0 -0.1
H 2.928685 -0.079153 6.024965 0.0 0.0 0.0
H 5.056142 0.497112 4.843625 0.0 0.0 0.0
H 5.031094 0.805096 2.371790 0.0 0.1 0.0
C -4.118779 -2.133750 -1.889945 0.1 0.1 0.0
C -2.792072 -2.639053 -2.392480 -0.4 -0.2 0.0
O -1.795358 -1.545528 -2.276618 0.4 0.2 0.1
P -0.413949 -1.710994 -1.598235 0.1 -0.2 0.0
S 0.669719 -0.014075 -1.928389 0.0 -0.3 0.4
S -0.418317 -1.755689 0.450397 -0.1 0.6 -0.6
O 0.294773 -3.011512 -2.062585 -0.1 0.2 0.2
C 0.700729 -3.203870 -3.477429 0.2 -0.1 -0.3
C 2.206020 -3.207246 -3.569874 -0.1 0.0 0.1
H -4.879854 -2.887455 -2.090824 0.0 0.0 0.0
H -4.396974 -1.217809 -2.408916 0.0 0.0 0.0
H -4.097716 -1.946290 -0.816881 0.0 0.0 0.0
H -2.830657 -2.890552 -3.449542 0.1 0.0 0.0
H -2.440663 -3.504601 -1.829733 0.1 0.0 0.0
H 0.253429 -2.415500 -4.086914 -0.1 0.0 0.0
H 0.277371 -4.161129 -3.769001 -0.1 0.0 0.1
H 2.619373 -2.217160 -3.380723 0.0 0.0 0.0
H 2.499702 -3.519240 -4.571795 0.0 0.0 0.0
H 2.626988 -3.916525 -2.858879 0.0 0.0 0.0
F -0.829465 5.191758 0.986228 -0.2 0.0 -0.1
C -0.202697 4.171268 0.440887 0.3 -0.3 0.1
F 0.312606 4.516529 -0.726978 0.0 0.0 0.1
F 0.826455 3.812597 1.239597 -0.3 0.0 -0.1
C -1.156980 2.927605 0.292779 -0.3 0.3 0.3
O -0.331500 1.821985 0.035232 -0.8 1.2 0.8
C -2.200559 3.011807 -0.895616 0.0 -0.2 -0.1
F -1.788232 3.816993 -1.856099 -0.1 -0.1 0.0
F -3.378221 3.417856 -0.453907 0.1 0.1 -0.1
F -2.338889 1.775119 -1.405444 0.0 0.2 0.1
C -1.933867 2.638159 1.639326 0.4 -0.8 0.2
F -2.590175 1.468424 1.487185 0.1 0.3 -0.1
F -1.045231 2.447505 2.634082 0.0 0.1 -0.3
F -2.767247 3.571314 2.001244 0.0 0.2 -0.1
```
Positions in Å, forces in eV/Å.

## Properties
* LUMO (alpha / beta): -10.2 / -8.3 eV
* net charge: +2
* multiplicity: 2
* expectation value of S²: 1.199
* orbital gap (alpha / beta): 0.213 / 0.291 Eh

What is the formula in the first record?
C13H13N8OsSSe2

net charge of number 2 (C13H13NO4Pd)?
+2

Look up the net charge of the first one.
+3